Entry 1:
This record from the OMol25 dataset describes 2 unconnected molecules or ions with the total composition C5H12O. The level of theory is ωB97M-V with the def2-TZVPD basis set.

```
18
Properties=species:S:1:pos:R:3:forces:R:3
C -0.19737 0.56477 -0.45974 -0.1 0.1 -0.1
C -0.78109 -0.84057 -0.18686 -0.1 -0.1 0.0
C -2.15235 -1.01961 0.42836 0.0 0.0 0.0
C 0.47332 -1.11661 0.66279 0.0 -0.2 0.1
C 1.20045 -0.05744 -0.17791 0.2 0.0 0.0
O 2.04163 2.87154 -0.26869 0.0 0.1 -0.2
H -0.40023 1.03104 -1.43084 0.1 -0.1 0.1
H 1.21679 2.37397 -0.22030 0.1 0.2 0.0
H -0.50792 1.25760 0.33661 0.1 -0.1 -0.1
H -0.70593 -1.41834 -1.11710 0.0 0.0 0.1
H -2.24991 -0.43660 1.35142 0.0 -0.1 -0.1
H -2.31518 -2.07417 0.67837 0.0 0.1 0.0
H -2.94775 -0.71174 -0.25876 0.1 0.0 0.1
H 0.32355 -0.72940 1.67924 0.0 -0.1 -0.1
H 0.87669 -2.13096 0.71841 -0.1 0.1 0.0
H 1.60433 -0.49242 -1.09985 -0.1 0.0 0.1
H 1.98109 0.52989 0.31006 -0.2 -0.1 -0.1
H 2.53990 2.39905 -0.94519 0.0 0.1 0.1
```
Positions in Å, forces in eV/Å.

Its maximum force is 0.22 eV/Å. As for the structure (SMILES): CC1CCC1.O. As for the gap between HOMO and LUMO: 11.9 eV. The highest occupied orbital energy comes out at -10.9 eV.

Here are the Mulliken charges for atoms 1 to 6, given in e: number 1, C, carries -0.97; number 2, C, carries 0.36; number 3, C, carries -1.48; number 4, C, carries -0.72; number 5, C, carries -0.58; number 6, O, carries -0.68

Entry 2:
This record from the OMol25 dataset describes 2 unconnected molecules or ions with the total composition C19H43O5S. The level of theory is ωB97M-V with the def2-TZVPD basis set.

```
68
Properties=species:S:1:pos:R:3:forces:R:3
C -2.37041 1.73573 -1.43282 0.2 -0.2 -0.1
C -1.51585 0.47954 -1.52311 -0.1 0.2 0.0
O -1.63065 -0.05831 -2.82411 -0.1 0.0 0.1
C -1.30328 -1.42808 -2.93119 0.1 -0.3 -0.2
C 0.11158 -1.80023 -2.47487 0.0 -0.1 0.0
C 0.18755 -2.52953 -1.13347 0.2 0.0 -0.2
C 1.59310 -3.09255 -0.81630 -0.3 0.1 0.1
C 2.13296 -2.73898 0.56759 -0.2 -0.3 -0.2
S 2.94376 -1.12434 0.77741 0.2 -0.1 0.1
C 2.69540 -0.11828 -0.69624 0.0 0.1 -0.1
C 3.66448 1.07415 -0.69338 0.0 0.1 0.4
C 3.05576 2.43215 -0.32005 0.1 0.2 -0.2
C 1.70210 2.72029 -0.94251 0.0 0.0 -0.1
O 1.75336 2.40147 -2.32793 0.3 -0.2 0.3
C 1.83022 -0.30481 1.95116 0.0 0.0 0.1
O 1.85983 -1.11466 3.06902 -0.1 0.0 0.0
C 1.03559 -0.62225 4.15020 -0.1 0.0 0.1
C 1.88380 -0.19047 5.33769 0.0 -0.1 0.0
O 1.57643 1.14894 5.62538 0.0 0.1 -0.1
C 2.39149 1.73640 6.64090 -0.1 0.2 0.3
C 1.55071 2.21082 7.82911 0.0 -0.1 -0.1
H -2.41647 2.17661 -2.42667 0.0 0.1 0.0
H -3.38069 1.51562 -1.10004 -0.1 0.0 0.0
H -1.91796 2.45551 -0.75315 -0.1 0.1 0.1
H -1.80635 -0.26123 -0.77183 -0.1 -0.1 0.1
H -0.46942 0.75177 -1.33095 0.1 -0.1 0.1
H -2.04871 -2.03592 -2.40488 0.0 0.0 0.2
H -1.40499 -1.67264 -3.98580 -0.1 0.1 -0.1
H 0.54747 -2.46030 -3.22737 0.0 0.0 0.0
H 0.72731 -0.90093 -2.47603 0.1 0.1 -0.1
H -0.50466 -3.36780 -1.19884 -0.1 0.0 0.2
H -0.15795 -1.89795 -0.31220 -0.1 0.1 0.0
H 1.53819 -4.18059 -0.81535 0.1 -0.1 -0.1
H 2.29007 -2.83831 -1.61304 0.2 0.0 0.0
H 2.88634 -3.45663 0.88340 0.2 0.1 0.0
H 1.34026 -2.76979 1.31308 0.0 0.1 0.1
H 1.64885 0.16982 -0.73013 -0.1 0.0 0.0
H 2.88702 -0.76725 -1.54512 0.0 -0.1 0.0
H 4.12687 1.14619 -1.67187 -0.1 0.0 -0.1
H 4.47601 0.86934 0.00797 0.1 0.0 -0.1
H 2.99286 2.58228 0.75957 -0.1 -0.1 0.1
H 3.75375 3.19088 -0.67637 0.1 0.0 0.0
H 0.91316 2.15126 -0.44123 -0.1 -0.1 0.0
H 1.45578 3.77449 -0.80822 0.0 0.1 0.0
H 0.90161 2.06907 -2.60777 -0.3 0.1 -0.2
H 2.24345 0.69485 2.11680 0.0 0.1 0.0
H 0.83618 -0.22060 1.49746 0.0 0.0 -0.1
H 0.34258 -1.41690 4.41547 0.0 -0.1 -0.1
H 0.45067 0.23404 3.81246 0.0 0.1 0.0
H 1.68943 -0.83897 6.19731 0.0 0.0 0.1
H 2.93892 -0.31596 5.07161 0.1 0.0 0.0
H 2.91335 2.58103 6.19212 0.1 0.0 -0.1
H 3.14800 1.02734 6.97734 0.0 -0.1 -0.1
H 0.51326 1.91755 7.68272 0.0 -0.1 0.0
H 1.57188 3.29313 7.92619 0.0 0.0 0.0
H 1.90691 1.77035 8.75653 0.0 0.0 0.1
C -4.51528 -0.99804 -5.22577 0.1 0.0 0.0
C -5.49930 -0.90945 -4.07258 0.1 0.2 0.0
C -5.88501 0.52895 -3.76739 0.0 0.0 0.1
O -4.94108 -1.52892 -2.90984 0.0 -0.1 0.0
H -3.59522 -0.47124 -4.95249 0.0 0.1 -0.1
H -4.25888 -2.03699 -5.43527 0.0 0.0 0.0
H -4.91008 -0.54590 -6.13595 0.0 0.0 0.0
H -6.39643 -1.48296 -4.30743 0.0 -0.1 0.1
H -4.99735 1.10537 -3.48876 0.0 0.0 -0.1
H -6.58639 0.56863 -2.93418 0.0 0.0 0.0
H -6.34446 1.00844 -4.63222 0.0 0.0 0.0
H -4.15141 -1.02425 -2.68376 0.0 0.1 0.0
```
Positions in Å, forces in eV/Å.

Its maximum force is 0.43 eV/Å. The total charge is +1. As for the gap between HOMO and LUMO: 9.4 eV. The highest occupied orbital energy comes out at -11.9 eV.

Here are the Mulliken charges for atoms 1 to 6, given in e: number 1, C, carries -1.48; number 2, C, carries 0.77; number 3, O, carries -0.37; number 4, C, carries -0.73; number 5, C, carries -0.53; number 6, C, carries -0.21

Entry 3:
This record from the OMol25 dataset describes 2 unconnected molecules or ions with the total composition CH6NO. The level of theory is ωB97M-V with the def2-TZVPD basis set.

```
9
Properties=species:S:1:pos:R:3:forces:R:3
N -0.97001 0.29582 1.28268 0.6 -4.5 -0.1
H -1.85737 -0.14227 1.57200 0.4 0.0 0.4
H -0.87035 0.02174 0.27015 0.6 0.3 1.1
H -1.07939 1.24089 1.36615 -0.1 3.4 0.3
H -0.13138 -0.07892 1.86584 -1.7 0.8 -1.4
O 0.85139 -0.51418 -0.45459 -0.2 0.6 0.2
C 1.20185 -0.32249 -1.58862 1.4 0.5 -1.3
H 1.16683 -1.15535 -2.30985 -0.1 0.1 -0.1
H 1.68842 0.65475 -2.00376 -0.9 -1.2 1.0
```
Positions in Å, forces in eV/Å.

Its maximum force is 4.60 eV/Å. The total charge is +1. As for the gap between HOMO and LUMO: 10.7 eV. The highest occupied orbital energy comes out at -14.8 eV.

Here are the Mulliken charges for atoms 1 to 6, given in e: number 1, N, carries -0.48; number 2, H, carries 0.39; number 3, H, carries 0.36; number 4, H, carries 0.33; number 5, H, carries 0.40; number 6, O, carries -0.48

Entry 4:
This record from the OMol25 dataset describes a molecular structure, C28H16Cl5F5LuN3O10PS. The level of theory is ωB97M-V with the def2-TZVPD basis set.

```
70
Properties=species:S:1:pos:R:3:forces:R:3
Lu -0.64896 0.13268 0.39909 -0.3 1.1 0.8
Cl 3.64054 5.31488 -3.12361 0.1 0.2 -0.2
C 2.84714 4.28278 -2.00411 0.0 -0.1 0.0
C 2.41244 3.02038 -2.40951 -0.1 0.0 0.2
Cl 2.70484 2.48078 -4.00881 0.0 -0.1 -0.2
C 1.74864 2.20618 -1.51381 -0.2 0.1 0.5
Cl 1.10294 0.65508 -1.92611 0.5 0.3 -0.7
C 1.49134 2.58348 -0.16901 0.3 0.2 -0.6
O 0.87424 1.80448 0.63189 -0.2 0.1 0.2
C 1.98664 3.85908 0.20209 -0.2 -0.3 -0.1
Cl 1.72494 4.35238 1.82289 -0.1 0.2 0.4
C 2.63004 4.69758 -0.69121 0.0 -0.2 -0.3
Cl 3.16584 6.25158 -0.19831 0.0 0.1 0.1
O -0.21246 -2.18112 6.01999 -0.2 -0.3 -0.2
C 0.22844 -0.94582 6.10439 0.1 0.2 0.0
O 0.70614 -0.49762 7.12339 0.0 0.0 0.1
C 0.15044 -0.10472 4.88239 -0.1 0.1 -0.3
C 0.61184 1.20128 4.80569 -0.2 -0.5 0.1
N 0.41804 1.61748 3.54939 0.0 0.0 -0.2
N -0.13846 0.67238 2.79529 -0.2 -0.7 -0.1
C -0.31916 -0.38582 3.57579 0.1 0.4 0.2
C -0.89186 -1.62692 2.93179 0.2 0.2 0.8
O -1.05536 -2.63492 3.63419 0.0 0.0 0.0
O -1.13176 -1.52442 1.70369 -0.1 -0.3 -0.1
H -0.58936 -2.41192 5.09629 0.2 0.2 0.2
H 1.04404 1.81188 5.57239 0.1 0.1 0.1
H 0.67744 2.50178 3.12519 -0.1 -0.2 -0.1
F -5.44926 4.35948 -2.53441 0.1 -0.1 0.2
C -4.89256 3.55808 -1.60521 0.0 -0.2 0.2
C -3.51596 3.34758 -1.58381 -0.1 0.1 0.0
F -2.73556 3.94698 -2.49901 -0.1 -0.1 0.1
C -2.97236 2.53738 -0.60781 0.1 -0.5 0.5
F -1.60106 2.36698 -0.55341 -0.9 0.5 -0.2
C -3.74196 1.85908 0.35829 -0.5 0.9 -0.9
S -3.03166 0.86738 1.54579 0.3 -0.4 0.4
C -5.13456 2.08848 0.29069 0.7 -0.1 -0.1
F -5.95076 1.47208 1.15559 0.0 0.1 -0.1
C -5.69236 2.93008 -0.65001 0.1 0.2 -0.3
F -7.01896 3.14968 -0.65951 0.2 -0.1 -0.1
C 3.84094 0.12778 1.05559 0.1 0.4 0.2
O 3.35654 -1.02972 0.41019 -1.0 -0.4 -0.3
P 1.73024 -1.35812 0.58969 1.8 -0.5 1.0
O 1.86374 -2.82892 -0.08291 -0.3 -0.1 0.0
C 1.48114 -3.12662 -1.41241 -0.3 0.6 -0.5
O 1.66874 -1.77292 2.14259 0.1 0.0 -0.3
C 2.30264 -2.91982 2.70339 0.1 -0.1 0.1
H 4.92544 0.03948 1.09999 0.0 0.1 0.0
H 3.43814 0.20518 2.06839 0.1 0.1 0.1
H 3.56874 1.02798 0.50189 0.1 0.1 0.0
H -0.46836 -3.89812 -1.05351 0.1 0.0 0.0
H 2.73134 -4.57742 -1.26311 0.0 0.1 -0.1
H 1.98634 -2.41692 -2.09731 -0.1 -0.1 0.2
H 2.74894 -2.60562 3.64809 0.0 -0.1 0.0
H 3.07204 -3.30142 2.03369 0.1 0.0 0.1
H 1.54454 -3.68422 2.87799 0.1 0.0 0.0
O 1.87604 -4.42642 -1.68121 0.0 -0.4 0.0
C -0.04526 -3.03152 -1.57831 0.4 -0.2 0.3
N -0.51816 -1.81322 -0.97141 -0.3 0.3 -0.3
C -1.25706 -1.13032 -1.81971 -0.1 -0.6 -0.4
O -1.78036 -0.02682 -1.49641 -0.5 0.1 -0.4
C -1.29076 -1.79872 -3.13781 0.2 -0.4 -0.2
C -1.85286 -1.44172 -4.35141 0.0 0.0 0.2
C -1.63426 -2.27702 -5.43601 -0.1 0.0 -0.1
C -0.88946 -3.44162 -5.29921 0.0 -0.1 0.0
C -0.33566 -3.80462 -4.07751 0.1 0.0 0.0
C -0.52466 -2.96092 -3.00351 -0.3 0.4 0.0
H -2.43516 -0.53702 -4.43791 -0.1 0.1 0.0
H -2.05666 -2.02362 -6.39821 0.0 0.0 -0.1
H -0.73866 -4.07892 -6.15941 0.0 0.0 -0.1
H 0.25004 -4.70452 -3.96261 0.0 -0.1 -0.1
```
Positions in Å, forces in eV/Å.

Its maximum force is 2.14 eV/Å. The total charge is -1. As for the gap between HOMO and LUMO: 7.1 eV. The highest occupied orbital energy comes out at -5.1 eV.

Here are the Mulliken charges for atoms 1 to 6, given in e: number 1, Lu, carries 1.71; number 2, Cl, carries -0.22; number 3, C, carries 0.60; number 4, C, carries -0.16; number 5, Cl, carries -0.21; number 6, C, carries 1.15